{"formula": "C4H7FN2S", "method": "ωB97M-V with the def2-TZVPD basis set", "symbols": ["C", "C", "S", "N", "N", "C", "C", "F", "H", "H", "H", "H", "H", "H", "H"], "positions_angstrom": [[-0.3978, 1.2075, -1.1306], [0.2975, 0.6817, 0.2037], [0.9368, 1.6979, 1.4309], [-0.2561, -0.6079, 0.5326], [0.1249, -1.0731, 1.8209], [-0.9026, -1.4077, -0.2604], [-0.8498, -1.5619, -1.6622], [0.0456, -0.7591, -2.1487], [0.2221, 0.9070, -2.1176], [-1.4493, 0.7668, -1.5480], [-0.3826, 2.3412, -1.1736], [1.0186, -1.8135, 1.4376], [0.4120, -0.2431, 2.4350], [-1.7246, -1.9494, 0.3895], [-1.4616, -2.0941, -2.3562]], "lowdin_charge": [-0.119, -0.650, 0.596, -0.285, 0.005, -0.149, -0.124, -0.064, 0.118, 0.125, 0.070, 0.204, 0.005, 0.162, 0.105], "lumo_energy_ev": -0.1454, "orbital_gap_ev": 8.07, "smiles": "CC(=S)N(N)/C=C\\F", "homo_energy_ev": -8.21, "energy_ha": -763.98310}

***

{"formula": "C41H33AsN3PtSe2", "method": "ωB97M-V with the def2-TZVPD basis set", "symbols": ["Pt", "Se", "Se", "C", "C", "C", "C", "C", "N", "C", "C", "C", "C", "C", "N", "H", "H", "H", "H", "H", "H", "H", "H", "N", "C", "C", "C", "C", "C", "C", "C", "C", "C", "C", "C", "C", "C", "H", "H", "H", "H", "H", "H", "H", "H", "H", "H", "C", "C", "C", "C", "C", "C", "As", "C", "C", "C", "C", "C", "C", "C", "C", "C", "C", "C", "C", "H", "H", "H", "H", "H", "H", "H", "H", "H", "H", "H", "H", "H", "H", "H"], "positions_angstrom": [[0.0756, -0.0982, -0.1628], [0.1683, 1.7113, -2.4138], [2.4484, 1.5438, -2.3723], [2.9737, 0.3408, -0.9422], [4.3467, 0.1105, -0.8567], [4.8428, -0.6527, 0.1770], [3.9455, -1.1709, 1.1069], [2.6022, -0.9244, 0.9381], [2.1141, -0.1849, -0.0702], [-0.0818, 2.9772, -0.9630], [-0.4214, 4.2951, -1.2054], [-0.6195, 5.1180, -0.1066], [-0.4561, 4.5935, 1.1679], [-0.0790, 3.2646, 1.2953], [0.1004, 2.4729, 0.2483], [4.9963, 0.5402, -1.6051], [5.9006, -0.8409, 0.2667], [4.2850, -1.7559, 1.9458], [1.8687, -1.3323, 1.6310], [-0.5233, 4.6611, -2.2181], [-0.8885, 6.1528, -0.2482], [-0.6034, 5.2061, 2.0430], [0.0914, 2.8161, 2.2650], [-1.7947, -0.0356, 0.0576], [-2.6878, -0.0799, 0.9342], [-2.3821, -0.4488, 2.3413], [-1.1037, -0.2199, 2.8458], [-0.7845, -0.5868, 4.1385], [-1.7402, -1.1888, 4.9426], [-3.0122, -1.4254, 4.4466], [-3.3348, -1.0653, 3.1499], [-4.0961, 0.1880, 0.5788], [-4.5656, -0.2624, -0.6504], [-5.8800, -0.0397, -1.0098], [-6.7266, 0.6485, -0.1554], [-6.2564, 1.1120, 1.0642], [-4.9428, 0.8864, 1.4338], [-0.3669, 0.2739, 2.2084], [0.2033, -0.3902, 4.5285], [-1.4947, -1.4722, 5.9541], [-3.7573, -1.8885, 5.0774], [-4.3198, -1.2813, 2.7635], [-3.8913, -0.8027, -1.2972], [-6.2424, -0.4164, -1.9534], [-7.7554, 0.8185, -0.4332], [-6.9184, 1.6361, 1.7377], [-4.5629, 1.2576, 2.3754], [1.1187, -7.3973, 0.6286], [1.2572, -6.4847, 1.6594], [0.9049, -5.1591, 1.4609], [0.4172, -4.7470, 0.2310], [0.2685, -5.6663, -0.7988], [0.6202, -6.9901, -0.5984], [-0.0904, -2.8530, -0.0773], [-1.9469, -3.2270, -0.5377], [-2.4465, -3.4009, -1.8193], [-3.7958, -3.6514, -2.0122], [-4.6533, -3.7342, -0.9281], [-4.1585, -3.5834, 0.3574], [-2.8122, -3.3369, 0.5491], [0.8811, -2.6033, -1.7491], [0.4066, -1.7259, -2.7226], [1.1877, -1.4056, -3.8218], [2.4602, -1.9408, -3.9503], [2.9460, -2.8026, -2.9810], [2.1625, -3.1281, -1.8867], [1.3989, -8.4293, 0.7805], [1.6409, -6.8055, 2.6166], [1.0062, -4.4372, 2.2664], [-0.1201, -5.3483, -1.7603], [0.5082, -7.7090, -1.3972], [-1.7864, -3.3486, -2.6776], [-4.1774, -3.7896, -3.0131], [-5.7049, -3.9225, -1.0826], [-4.8243, -3.6675, 1.2043], [-2.4099, -3.2294, 1.5535], [-0.5926, -1.3036, -2.6264], [0.7995, -0.7424, -4.5840], [3.0706, -1.6857, -4.8035], [3.9347, -3.2265, -3.0819], [2.5471, -3.8005, -1.1262]], "lowdin_charge": [0.755, 0.693, 0.725, -0.593, -0.098, -0.031, -0.033, -0.154, -0.166, -0.641, -0.075, -0.034, -0.028, -0.109, -0.010, 0.107, 0.120, 0.115, 0.084, 0.111, 0.118, 0.114, 0.115, -0.072, -0.343, -0.187, -0.065, -0.078, -0.077, -0.062, -0.045, -0.184, -0.034, -0.070, -0.078, -0.072, -0.040, 0.061, 0.103, 0.105, 0.109, 0.116, 0.099, 0.105, 0.104, 0.106, 0.118, -0.072, -0.078, -0.114, -0.364, -0.099, -0.063, 1.363, -0.385, -0.106, -0.077, -0.079, -0.071, -0.126, -0.418, -0.195, -0.123, -0.083, -0.072, -0.114, 0.109, 0.108, 0.097, 0.110, 0.111, 0.097, 0.109, 0.110, 0.111, 0.098, 0.077, 0.108, 0.111, 0.110, 0.106], "lumo_energy_ev": [-3.8669, -3.8667], "orbital_gap_ev": [5.99, 5.99], "total_charge": 1, "homo_energy_ev": [-9.86, -9.86], "energy_ha": -8904.13802}

***

{"formula": "C3H9N2S", "method": "ωB97M-V with the def2-TZVPD basis set", "symbols": ["N", "C", "C", "N", "C", "S", "H", "H", "H", "H", "H", "H", "H", "H", "H"], "positions_angstrom": [[-1.3144, 1.9727, -1.5117], [-0.6213, 0.6437, -1.7122], [-0.2929, 0.3787, -0.1867], [-1.1932, 0.1397, 1.0244], [0.7385, -0.9334, -0.1534], [1.5069, -1.2481, 1.3409], [-2.0957, 2.0474, -2.1702], [-1.8246, 1.9821, -0.6315], [-1.1758, -0.1965, -2.1667], [0.2516, 0.7513, -2.2858], [0.3734, 1.2701, 0.0740], [-1.8182, 0.9164, 1.1388], [-0.5901, 0.3142, 1.8291], [1.4289, -0.8572, -1.1279], [-0.0520, -1.5790, -0.3889]], "lowdin_charge": [-0.043, -0.230, -0.434, -0.016, -0.879, 0.158, 0.042, 0.030, 0.103, 0.068, 0.116, 0.013, 0.009, 0.071, -0.007], "lumo_energy_ev": 3.8696, "orbital_gap_ev": 6.03, "total_charge": -1, "smiles": "NC[C@@H](N)C[S-]", "homo_energy_ev": -2.16, "energy_ha": -627.36247}

***

Calculated energy above the lowest of the compared OMol25 structures with the same formula, charge and spin (kJ/mol), listed in the same order as above: 530.5 213.9 204.9